{"formula": "C13H21BCl15F7O4P3", "method": "the ωB97M-V functional and the def2-TZVPD basis", "elements": ["C", "B", "O", "P", "P", "C", "C", "C", "F", "F", "C", "F", "F", "C", "F", "F", "F", "O", "C", "C", "P", "O", "O", "H", "H", "H", "H", "H", "H", "H", "H", "H", "H", "H", "H", "H", "H", "H", "H", "C", "Cl", "Cl", "Cl", "H", "C", "Cl", "Cl", "Cl", "H", "C", "Cl", "Cl", "Cl", "H", "C", "Cl", "Cl", "Cl", "H", "C", "Cl", "Cl", "Cl", "H"], "positions_angstrom": [[1.8349, -1.8426, -0.4849], [1.0025, -0.5057, -0.4650], [1.7059, 0.6685, -0.1970], [-0.9421, -0.2892, -0.7560], [-0.8584, 0.8622, 1.2738], [-0.8569, 2.6405, 0.8135], [-2.4352, 0.6501, 2.2202], [-0.9359, -1.1814, -2.5375], [-2.1475, -1.2019, -3.1938], [-0.5951, -2.5226, -2.4157], [0.0736, -0.6490, -3.6105], [1.3359, -1.0946, -3.4089], [-0.3117, -1.1901, -4.8176], [0.0973, 0.8784, -3.8776], [0.9033, 1.5186, -3.0317], [0.5432, 1.1499, -5.1261], [-1.1354, 1.3868, -3.8067], [-2.6691, -0.1907, -0.8881], [-3.4167, -1.2282, -0.3212], [-2.4385, -2.1740, 0.4157], [-2.7378, -3.9579, 0.1943], [-2.2828, -4.7830, 1.3482], [-1.1379, -1.8014, 0.1235], [1.2515, -2.7564, -0.5596], [2.5124, -1.7900, -1.3435], [2.4863, -1.8872, 0.3982], [2.2212, 0.5317, 0.6076], [-0.8621, 1.0032, -1.3688], [0.0505, 2.8233, 0.2358], [-0.8099, 3.2423, 1.7227], [-1.7171, 2.9147, 0.1953], [-2.4985, 1.4398, 2.9765], [-3.3428, 0.7526, 1.6163], [-2.4434, -0.2994, 2.7532], [-4.1942, -0.8284, 0.3314], [-3.8636, -1.7732, -1.1690], [-2.6011, -2.0765, 1.5016], [-2.1089, -4.3074, -1.0164], [-4.1340, -4.0985, 0.0157], [4.2437, 0.6682, 3.9293], [5.5589, -0.3578, 3.3495], [4.5094, 2.3514, 3.4518], [2.6874, 0.0851, 3.3526], [4.2386, 0.6305, 5.0108], [0.6837, 3.4051, 5.0536], [2.2513, 2.8386, 5.6572], [0.9199, 4.6313, 3.8045], [-0.2506, 2.0492, 4.4368], [0.1552, 3.8684, 5.8757], [-0.1481, -0.1719, -9.2810], [1.4164, -0.2188, -10.1118], [-0.9768, -1.7256, -9.4413], [0.0409, 0.2758, -7.5969], [-0.7553, 0.5764, -9.7718], [-4.2925, 0.2252, 6.0857], [-5.6220, 0.9224, 5.1555], [-3.7740, -1.3073, 5.3911], [-2.9447, 1.3592, 6.1948], [-4.6515, 0.0322, 7.0873], [6.8227, 0.4196, -0.4068], [7.0514, -1.3321, -0.4704], [5.1159, 0.8266, -0.4995], [7.5649, 1.0851, 1.0538], [7.3236, 0.8512, -1.2624]], "e_lumo_ev": 1.99, "spin_multiplicity": 1, "e_homo_ev": -3.85, "total_charge": -1}



{"formula": "C13H21BN", "method": "the ωB97M-V functional and the def2-TZVPD basis", "elements": ["B", "C", "C", "C", "C", "C", "C", "C", "C", "C", "C", "C", "C", "C", "N", "H", "H", "H", "H", "H", "H", "H", "H", "H", "H", "H", "H", "H", "H", "H", "H", "H", "H", "H", "H", "H"], "positions_angstrom": [[-0.8928, 1.6810, 0.5688], [-4.3864, -0.4204, -0.3945], [-4.0614, 0.8501, -0.9391], [-3.4553, -1.0742, 0.3995], [-2.9795, 1.5415, -0.6143], [-2.3093, -0.3686, 0.7703], [-2.0286, 0.8872, 0.2586], [0.2978, 2.5094, 0.8081], [1.2159, 2.7133, -0.3979], [2.2966, 1.6310, -0.4201], [1.9054, 0.2304, -0.6751], [1.5650, -0.3523, 0.6587], [0.3896, -2.4434, -0.2513], [2.6960, -2.6273, 0.3175], [1.4069, -1.8610, 0.5605], [-5.3332, -0.8837, -0.5100], [-4.7668, 1.2147, -1.7958], [-3.5297, -2.0195, 0.8674], [-2.7295, 2.4353, -0.9968], [-1.5699, -0.8709, 1.4650], [-0.0004, 3.5576, 1.0653], [0.6696, 2.0012, 1.7316], [0.6769, 2.6735, -1.4496], [1.7812, 3.7383, -0.2517], [3.1650, 1.9631, -1.0437], [2.9678, 1.8118, 0.5359], [1.0679, 0.2288, -1.4250], [2.7820, -0.3535, -1.0996], [2.4140, -0.2309, 1.4234], [0.2613, -3.4326, 0.0810], [-0.5539, -2.0133, -0.2684], [0.7231, -2.4343, -1.2808], [2.5680, -3.5075, -0.2715], [3.2262, -1.9551, -0.2729], [3.2927, -2.8003, 1.2912], [1.2280, -2.0198, 1.5553]], "e_lumo_ev": -4.27, "spin_multiplicity": 1, "e_homo_ev": -9.88, "total_charge": 1}



{"formula": "C13H21BN6OOs", "method": "the ωB97M-V functional and the def2-TZVPD basis", "elements": ["C", "N", "N", "C", "C", "B", "N", "N", "C", "C", "C", "Os", "N", "N", "C", "C", "C", "H", "H", "H", "H", "H", "H", "H", "H", "H", "H", "H", "C", "H", "H", "H", "C", "C", "C", "O", "H", "H", "H", "H", "H", "H", "H"], "positions_angstrom": [[1.7929, -1.9936, -1.4543], [0.8648, -1.0143, -1.4794], [0.5290, -0.7754, -2.7769], [1.2481, -1.6078, -3.5699], [2.0677, -2.4037, -2.7684], [-0.4532, 0.3592, -3.2518], [-1.7882, 0.2077, -2.4808], [-1.8282, 0.0515, -1.1353], [-3.1234, -0.0280, -0.7771], [-3.9443, 0.0874, -1.9151], [-3.0517, 0.2322, -2.9766], [0.0000, 0.0000, 0.0000], [0.1554, 1.7563, -3.0406], [0.5578, 2.2106, -1.8234], [1.1003, 3.4150, -2.0454], [1.0550, 3.7600, -3.4182], [0.4399, 2.6673, -4.0190], [1.4975, 3.9929, -1.2077], [0.1790, 2.4686, -5.0588], [1.4065, 4.6727, -3.8994], [-0.6468, 0.1748, -4.4347], [-3.2189, 0.3491, -4.0467], [1.1242, -1.5656, -4.6509], [-5.0318, 0.0577, -1.9602], [2.7652, -3.1750, -3.0902], [-3.3939, -0.1768, 0.2686], [2.1912, -2.3361, -0.5009], [-0.2366, 1.7475, 0.2168], [-0.5922, 1.1882, 1.1024], [-1.6761, 1.3379, 1.2125], [-0.4621, -0.0985, 1.3854], [-0.0322, 1.4931, 1.9961], [2.1005, -0.7773, 2.5898], [2.4208, 0.3602, 1.6127], [3.9339, 0.5824, 1.5822], [2.0148, 0.0280, 0.3085], [2.5855, -1.7199, 2.2565], [1.0154, -0.9615, 2.6719], [2.4728, -0.5233, 3.6054], [2.0001, 1.3251, 1.9335], [4.4578, -0.3397, 1.2486], [4.1814, 1.4038, 0.8769], [4.3056, 0.8625, 2.5915]], "s2": 6.04, "e_lumo_ev": [-16.65, -18.14], "spin_multiplicity": 5, "e_homo_ev": [-23.16, -22.89], "total_charge": 4}



{"formula": "C13H21BrNO4", "method": "the ωB97M-V functional and the def2-TZVPD basis", "elements": ["O", "H", "C", "C", "N", "H", "C", "H", "H", "C", "O", "H", "H", "H", "C", "H", "H", "C", "C", "O", "C", "C", "C", "C", "C", "C", "H", "H", "Br", "H", "H", "H", "H", "O", "H", "H", "H", "H", "H", "H"], "positions_angstrom": [[-0.2658, 0.5729, -1.8006], [-0.8974, 0.6965, -2.4947], [1.0456, 1.1318, -2.4823], [1.8683, 1.4265, -1.3335], [1.7543, 0.3324, -0.3237], [0.6483, 0.2686, 0.0500], [2.2351, 0.9708, 1.2232], [2.7580, 0.3338, 1.5367], [3.0500, 1.8285, 0.6644], [1.3098, 1.7670, 1.8916], [0.5982, 3.0048, 1.1262], [0.0697, 3.5189, 1.5646], [1.7917, 2.0687, 2.6598], [0.5448, 1.1743, 2.2879], [2.2551, -0.8497, -0.6027], [1.9194, -1.1308, -1.3714], [3.3916, -0.9849, -0.3479], [1.6629, -1.9715, 0.5572], [0.2845, -1.9727, 0.2335], [-0.4625, -0.8094, 0.7789], [-1.8439, -0.7244, 0.3890], [-2.4115, 0.6718, 0.7497], [-3.6488, 0.9335, 0.5021], [-4.5650, -0.1869, 0.3501], [-4.0169, -1.3564, -0.1852], [-2.5760, -1.7484, 0.1974], [-2.2917, -2.9686, 0.1148], [-4.6504, -2.1815, -0.1838], [-6.4423, 0.0599, 0.0693], [-3.9960, 1.7826, 0.6065], [-1.6029, 1.5014, 0.7400], [-0.0910, -2.3534, -0.8726], [-0.1274, -2.8568, 0.9660], [2.3573, -3.2472, 0.2729], [2.1286, -3.5874, -0.5515], [1.9347, -1.4392, 1.5563], [1.5063, 2.4306, -1.0931], [2.8433, 1.5514, -1.3874], [1.3241, 0.3002, -3.0594], [0.6080, 2.0423, -2.9983]], "e_lumo_ev": -2.39, "spin_multiplicity": 1, "e_homo_ev": -11.46, "total_charge": 1, "smiles": "OCC[NH+](CCO)C[C@H](O)COc1ccc(Br)cc1"}